Density functional theory data (ωB97M-V with the def2-TZVPD basis set) for one molecule with the formula C3H9N3S.

Values from the calculation:
SMILES string = C/N=C(/NC)NS
relative energy (zero: lowest compared OMol25 entry of this formula, charge and spin) = 29.6 kcal/mol
maximum force = 1.5 eV/A
orbital gap = 9.72 eV

Last column: Löwdin charge in e.
Geometry (Å):
C: -2.18 -0.83 0.29  -0.097
C: -0.08 0.44 -0.25  -0.510
C: 1.88 1.59 0.03  -0.192
H: -3.22 -0.80 -0.03  0.074
H: -2.12 -0.72 1.40  0.086
H: -1.81 -1.84 0.06  0.069
H: -1.91 1.10 -0.13  0.093
H: 0.12 -1.27 -1.42  0.081
H: 0.99 -2.13 0.98  -0.146
H: 2.20 0.87 -0.74  0.041
H: 2.20 2.58 -0.28  0.065
H: 2.45 1.49 0.98  0.077
N: -1.47 0.26 -0.43  -0.024
N: 0.67 -0.65 -0.80  -0.398
N: 0.45 1.49 0.27  0.035
S: 1.83 -1.57 0.07  0.747